Molecular formula: C3H14N3O2
Method: DFT, ωB97M-V with the def2-TZVPD basis set

Output
- Multiplicity: 1
- Energy above the lowest of the compared OMol25 structures with the same formula, charge and spin: 0.066 eV
- Kohn-Sham gap: 11.771 eV
- Charge: +1

Each line ends with the Löwdin charge.
Positions of all 22 atoms, in Å:
O: 2.30919 -0.17066 -1.06188  -0.050
O: -0.61549 1.96459 -2.03445  -0.028
N: -0.92633 -0.72907 -1.06270  0.222
N: -0.29600 -2.59495 0.08986  0.180
N: -0.26170 -0.47893 1.16312  0.101
C: 0.08616 1.60618 2.38607  -0.072
C: -0.49977 -1.22950 0.09194  -0.432
C: -0.29751 1.00408 1.05742  -0.226
H: 2.68892 -0.44890 -0.22174  0.041
H: 0.33897 1.34377 0.24289  0.098
H: -1.32301 1.29994 0.82034  0.129
H: 0.38756 -0.87470 1.82848  0.156
H: -1.10069 2.80118 -1.98716  0.080
H: -0.82575 0.25699 -1.31049  0.067
H: 0.08207 2.10212 -2.64864  0.049
H: -0.88192 -3.04381 -0.60865  0.120
H: 1.07322 1.29489 2.72612  0.082
H: -0.64472 1.45300 3.17545  0.086
H: 0.13142 2.67857 2.17003  0.091
H: -1.48487 -1.30193 -1.66940  0.133
H: -0.40365 -3.01967 1.00577  0.122
H: 3.02462 -0.25696 -1.69609  0.048

Cartesian forces, eV/Å:
O -0.270 0.013 0.264
O -1.097 0.062 0.874
N -0.159 0.665 0.584
N -0.823 0.898 0.853
N 0.480 0.091 -1.024
C 0.173 0.851 -0.402
C -0.084 -0.979 -0.917
C -0.394 -0.621 0.493
H 0.136 0.022 -0.109
H 0.197 -0.076 0.079
H 0.052 -0.163 -0.068
H -0.135 0.067 0.196
H 0.112 -0.275 -0.053
H -0.166 -0.040 0.100
H 0.992 0.202 -0.861
H 0.472 -0.239 0.124
H 0.029 -0.040 -0.015
H -0.066 -0.177 -0.057
H 0.115 -0.028 0.458
H 0.226 -0.080 -0.227
H 0.095 -0.133 -0.189
H 0.114 -0.021 -0.103

***

Molecular formula: C3H14N4
Method: DFT, ωB97M-V with the def2-TZVPD basis set

Output
- Multiplicity: 1
- Energy above the lowest of the compared OMol25 structures with the same formula, charge and spin: 5.671 eV
- Kohn-Sham gap (alpha / beta): 8.615 / 7.516 eV
- Charge: 0

Each line ends with the Löwdin charge.
Positions of all 21 atoms, in Å:
N: 2.46537 0.62717 1.30727  -0.030
N: 0.74912 0.02644 0.11132  -0.259
N: 0.59994 -1.17590 0.81513  0.040
N: -1.20686 0.32114 -0.59995  -0.152
C: -1.84845 0.98805 0.51151  -0.184
C: -1.86227 -0.93075 -0.87461  -0.198
C: 1.39017 0.06043 -1.20102  -0.084
H: -1.37412 1.95766 0.70051  0.067
H: -1.33647 -1.48663 -1.65759  0.062
H: 0.31273 -1.91479 0.18009  0.073
H: 2.93586 1.34946 0.75661  -0.030
H: 0.78428 -0.49588 -1.91477  0.068
H: 2.07128 1.12151 2.11246  -0.028
H: -1.99165 -1.58229 0.01159  0.073
H: 1.48987 -1.40615 1.25205  0.062
H: -2.88109 -0.75883 -1.26019  0.082
H: 2.40295 -0.32720 -1.09231  0.075
H: 1.44104 1.09570 -1.53304  0.088
H: -2.90109 1.21380 0.27892  0.080
H: 0.59723 0.92239 0.65450  0.120
H: -1.83785 0.39467 1.44152  0.076

Cartesian forces, eV/Å:
N 1.048 -0.160 0.432
N -0.643 1.472 0.688
N 0.136 0.351 0.177
N -1.371 0.385 -0.686
C 0.128 0.010 0.090
C -0.033 -0.271 0.179
C 0.085 0.219 0.840
H 0.048 -0.099 0.022
H 0.041 0.018 0.076
H 0.016 0.231 -0.042
H -0.126 0.046 0.017
H 0.106 -0.103 0.025
H -0.060 0.052 -0.049
H 0.120 0.114 -0.108
H 0.108 0.062 -0.127
H 0.141 0.139 0.029
H 0.014 -0.177 -0.227
H -0.078 -0.027 0.027
H 0.133 -0.152 -0.048
H 0.190 -2.138 -1.231
H -0.004 0.026 -0.081

***

Molecular formula: C3H14N6O
Method: DFT, ωB97M-V with the def2-TZVPD basis set

Output
- Multiplicity: 1
- Energy above the lowest of the compared OMol25 structures with the same formula, charge and spin: 2.814 eV
- Kohn-Sham gap (alpha / beta): 9.041 / 9.040 eV
- Charge: +2

Each line ends with the Löwdin charge.
Positions of all 24 atoms, in Å:
O: -1.13002 1.07995 0.37675  0.208
N: -0.47965 -0.89384 -0.41057  0.001
N: -0.43223 -2.15370 -0.49355  0.136
N: 1.17174 -0.08728 0.30408  -0.128
N: 1.77912 -1.12354 0.74130  0.097
N: -3.67350 0.62891 0.03172  0.042
N: -2.78297 -0.33085 -0.16717  0.003
C: 2.65565 1.69968 0.06136  0.012
C: -1.50219 -0.06110 -0.06125  -0.338
C: 1.81610 0.68352 -0.76858  -0.096
H: -4.12092 0.99527 -0.86203  0.170
H: 1.75541 -1.55118 1.75484  0.222
H: 1.92086 2.18479 0.68819  0.086
H: -0.66960 -2.76128 0.27366  0.146
H: -1.81493 1.62314 0.66767  0.122
H: 2.32479 -0.03174 -1.32202  0.111
H: -4.39134 0.31749 0.78478  0.183
H: 2.58333 -1.53857 0.11893  0.209
H: 3.23037 2.43561 -0.36496  0.073
H: -0.13517 -2.64444 -1.30837  0.143
H: -3.08833 -1.22375 -0.60625  0.206
H: 0.78236 0.57045 1.05949  0.200
H: 0.92631 1.00127 -1.24636  0.112
H: 3.27482 1.18118 0.74834  0.081

Cartesian forces, eV/Å:
O 3.143 -0.484 -0.379
N -0.187 4.351 0.003
N -0.198 -2.064 1.017
N -2.814 0.379 1.756
N 3.993 -4.567 1.406
N -3.904 2.208 1.312
N 0.958 -3.544 -1.599
C -2.305 -1.484 0.437
C 0.630 -1.981 -0.489
C -0.069 1.176 2.173
H 0.577 -0.795 1.627
H -0.325 1.682 -2.603
H -0.186 0.645 0.203
H -0.159 0.005 0.457
H -2.738 1.774 0.686
H 1.151 -0.960 -1.442
H 1.381 0.991 -1.947
H -2.151 1.171 1.637
H 1.102 1.498 -1.758
H 0.312 0.183 -0.915
H 0.582 0.669 0.442
H 0.547 -1.314 -1.250
H -0.139 1.230 -1.236
H 0.800 -0.769 0.462

***

Molecular formula: C3H14NO2
Method: DFT, ωB97M-V with the def2-TZVPD basis set

Output
- Multiplicity: 1
- Energy above the lowest of the compared OMol25 structures with the same formula, charge and spin: 0.162 eV
- Kohn-Sham gap: 12.611 eV
- Charge: +1

Each line ends with the Löwdin charge.
Positions of all 20 atoms, in Å:
O: -1.69291 -2.24065 1.69635  -0.034
O: 1.37836 1.67091 1.94965  -0.045
N: 0.49625 -0.82554 0.78174  0.169
C: -0.25004 1.04585 -2.50549  -0.088
C: -0.25577 0.83072 -0.98651  -0.240
C: 0.14590 -0.61731 -0.67490  -0.157
H: -1.21913 1.06517 -0.54947  0.114
H: -1.59198 -3.20014 1.72278  0.078
H: 1.14121 2.60664 2.02298  0.078
H: -0.36542 -1.16244 1.26801  0.106
H: 1.31139 -1.42839 0.82700  0.163
H: 0.80193 0.05357 1.24328  0.101
H: 2.29421 1.62662 2.25551  0.072
H: -0.87925 0.32159 -3.01858  0.082
H: -0.59585 2.04925 -2.75021  0.082
H: -2.41895 -2.04837 2.30799  0.083
H: 1.02559 -0.82758 -1.28931  0.130
H: -0.62369 -1.34951 -0.91106  0.129
H: 0.78453 0.96843 -2.84233  0.081
H: 0.51363 1.46118 -0.54745  0.097

Cartesian forces, eV/Å:
O -0.236 -0.032 0.233
O 0.287 0.084 0.073
N -0.084 0.961 -0.293
C 0.119 0.169 0.504
C 0.192 -0.648 -0.207
C 0.143 0.568 -0.412
H -0.189 0.119 0.146
H -0.011 0.049 -0.026
H -0.076 -0.248 -0.045
H 0.706 -0.539 0.080
H -0.377 -0.600 0.403
H -0.256 0.123 -0.298
H -0.114 0.069 0.021
H 0.036 -0.017 -0.094
H -0.054 -0.066 -0.008
H 0.157 0.007 -0.173
H -0.006 -0.221 0.299
H -0.033 0.081 -0.060
H -0.109 -0.120 -0.284
H -0.095 0.259 0.143

***

Molecular formula: C3H14NO2
Method: DFT, ωB97M-V with the def2-TZVPD basis set

Output
- Multiplicity: 1
- Energy above the lowest of the compared OMol25 structures with the same formula, charge and spin: 1.409 eV
- Kohn-Sham gap: 12.230 eV
- Charge: +1

Each line ends with the Löwdin charge.
Positions of all 20 atoms, in Å:
O: 1.15576 0.29682 3.17690  -0.015
O: 1.25517 -3.02284 0.22873  -0.095
N: -0.41401 -0.50135 0.81771  0.149
C: -1.00398 0.11451 -0.46678  -0.163
C: -0.06267 1.13980 -1.14714  -0.266
C: -0.81600 1.64787 -2.40245  -0.119
H: -0.05443 2.26336 -2.91509  0.086
H: 1.99679 -2.92055 0.90808  0.094
H: 1.62687 0.27996 4.00830  0.067
H: -1.14937 -0.97198 1.33862  0.157
H: 0.90524 0.63414 -1.42658  0.123
H: 0.31703 0.59819 3.41407  0.011
H: 0.17174 2.09776 -0.61272  0.127
H: -1.69919 2.23873 -2.10292  0.080
H: -1.96783 0.68227 -0.22818  0.145
H: -1.23380 0.78733 -3.03142  0.101
H: -1.29297 -0.85799 -1.12684  0.182
H: 0.07389 0.08760 1.45712  0.079
H: 0.44603 -1.20795 0.66221  0.175
H: 1.74573 -3.38567 -0.55162  0.081

Cartesian forces, eV/Å:
O 1.534 -0.791 -1.008
O 2.175 0.262 0.617
N 1.614 -1.899 -1.099
C -0.679 -0.581 -0.443
C -0.043 -0.662 -0.678
C 0.038 -1.023 -0.309
H -0.932 -0.246 -0.338
H -1.439 -0.397 -1.233
H 0.473 -0.086 0.239
H 0.130 -0.343 0.018
H -0.898 0.577 0.200
H -2.181 0.953 0.870
H -0.236 -1.290 0.393
H 0.543 0.010 -0.153
H 1.233 -1.151 0.114
H 0.941 1.240 0.575
H 0.862 2.605 1.331
H 0.125 1.502 0.560
H -2.519 0.877 -0.462
H -0.742 0.441 0.807

***

Molecular formula: C3H14NO2
Method: DFT, ωB97M-V with the def2-TZVPD basis set

Output
- Multiplicity: 1
- Energy above the lowest of the compared OMol25 structures with the same formula, charge and spin: 0.899 eV
- Kohn-Sham gap: 11.966 eV
- Charge: +1

Each line ends with the Löwdin charge.
Positions of all 20 atoms, in Å:
O: -0.08307 0.80447 -3.28333  -0.006
O: -3.27806 -0.33988 0.53194  -0.070
N: 0.27085 0.25689 -0.53234  0.181
C: 0.31795 0.53785 1.88921  -0.025
C: 1.15774 0.03109 0.67177  -0.369
C: 1.55161 -1.43860 0.72829  -0.039
H: -0.62746 0.60453 -4.02018  0.051
H: -3.94994 -0.45846 -0.15377  0.046
H: 0.33893 -0.35806 -1.36077  0.149
H: 2.24629 -1.63406 1.53368  0.093
H: -0.01832 1.54348 1.66732  0.084
H: 1.06676 0.63370 2.68065  0.095
H: 0.70254 1.30403 -3.36371  0.037
H: 0.61839 -1.98103 0.90943  0.098
H: -0.74201 0.26799 -0.36812  0.150
H: -0.44636 -0.17711 2.17487  0.089
H: 0.53717 1.11062 -1.02645  0.146
H: 2.08859 -1.70405 -0.18464  0.090
H: 2.03618 0.65959 0.49657  0.148
H: -3.78779 0.33701 1.00958  0.052

Cartesian forces, eV/Å:
O -0.694 -1.076 2.949
O -0.877 0.819 -0.200
N -0.086 0.031 -1.977
C 2.237 -0.274 -0.670
C -0.681 -0.068 0.654
C -0.387 0.657 -0.053
H 0.024 0.303 -1.463
H 0.400 -0.671 -0.418
H 0.372 -0.550 0.583
H -0.012 0.093 0.358
H -0.501 0.069 0.147
H -0.413 -0.055 0.263
H 0.805 0.787 -1.520
H 0.393 -0.476 -0.279
H 0.048 0.222 0.506
H -0.236 0.148 -0.077
H -0.510 0.441 0.561
H -0.372 -0.312 -0.052
H -0.209 -0.001 0.144
H 0.701 -0.087 0.543